# 1
Here is 2 unconnected molecules or ions with the total composition C15H22N2O5 at a distorted geometry from OMol25. Energies are from ωB97M-V/def2-TZVPD.

CARTESIAN COORDINATES (ANGSTROEM)
1 O 1.08 1.74 0.40
2 O -0.17 0.65 -5.99
3 O 3.18 -1.60 2.88
4 O 1.43 -0.21 -4.64
5 O -2.43 1.88 0.50
6 C 1.81 0.84 0.02
7 C 0.15 -0.05 -5.05
8 C 1.96 -1.56 2.86
9 C -1.65 -0.19 -0.61
10 C -2.07 1.85 -1.83
11 C -1.29 -0.82 -1.80
12 C -1.71 1.22 -3.02
13 C -2.04 1.17 -0.61
14 C -1.31 -0.13 -3.01
15 N 1.20 -2.31 3.68
16 N 1.93 -0.32 0.67
17 C 2.64 1.00 -1.23
18 C -0.94 -0.81 -4.31
19 C 1.74 -3.23 4.67
20 C 1.21 -0.64 1.90
21 C -2.40 2.38 2.85
22 C -2.13 1.33 1.79
23 H 1.95 0.36 -5.23
24 H -1.63 -0.76 0.31
25 H -2.37 2.89 -1.83
26 H -0.99 -1.87 -1.77
27 H -1.74 1.78 -3.95
28 H 0.20 -2.22 3.61
29 H 2.61 -0.99 0.33
30 H 2.27 0.32 -2.00
31 H 3.68 0.79 -1.01
32 H 2.54 2.03 -1.58
33 H -1.83 -0.88 -4.95
34 H -0.59 -1.83 -4.11
35 H 2.50 -3.87 4.22
36 H 0.94 -3.86 5.08
37 H 2.20 -2.67 5.49
38 H 0.99 0.28 2.45
39 H 0.26 -1.10 1.64
40 H -2.18 1.97 3.85
41 H -3.44 2.69 2.82
42 H -1.76 3.25 2.69
43 H -1.07 1.04 1.83
44 H -2.74 0.45 1.98

Output
Total energy in eV: -29130.831
Strongest force on any atom in eV/A: 2.0
Orbital gap in eV: 8.73
Charge: 0
2S+1: 1
LUMO in eV: 0.37

Mulliken population analysis, charges in e, atoms 1 to 6: number 1, O, carries -0.63; number 2, O, carries -0.57; number 3, O, carries -0.66; number 4, O, carries -0.42; number 5, O, carries -0.45; number 6, C, carries 0.84

---

# 2
Here is a molecular structure, C44H64Br45N4O2P at a distorted geometry from OMol25. Energies are from ωB97M-V/def2-TZVPD.

CARTESIAN COORDINATES (ANGSTROEM)
1 C 3.18 2.91 3.26
2 C 2.09 3.74 2.50
3 C 2.67 5.03 1.80
4 C 1.61 5.64 0.82
5 C 2.05 5.71 -0.68
6 C 2.15 4.32 -1.39
7 C 0.74 3.61 -1.56
8 C 0.24 3.64 -3.06
9 C -1.31 3.95 -3.16
10 C -2.17 2.76 -2.60
11 C -3.15 2.08 -3.63
12 C -2.84 0.58 -3.96
13 C -3.59 -0.44 -3.00
14 C -2.96 -0.19 -1.59
15 C -3.70 0.62 -0.62
16 N -3.31 0.97 0.60
17 C -2.05 0.47 0.82
18 C -1.43 0.81 2.13
19 C -2.23 1.69 3.13
20 C -1.47 2.99 3.62
21 O -1.76 3.31 4.99
22 C -0.11 0.37 2.46
23 C 0.70 -0.49 1.51
24 P 2.38 -0.97 2.08
25 N 3.21 -1.94 1.15
26 C 0.08 -0.82 0.25
27 C 0.79 -1.69 -0.81
28 C 0.40 -3.22 -0.52
29 C 1.49 -4.23 -1.01
30 C 2.37 -4.77 0.19
31 N 2.16 -6.22 0.45
32 C 3.23 -6.60 1.32
33 C 4.62 -7.06 0.78
34 O 3.10 -6.55 2.48
35 C -1.29 -0.34 -0.10
36 N -1.75 -0.68 -1.34
37 H 3.80 3.58 3.93
38 H 2.75 2.08 3.88
39 H 3.84 2.42 2.50
40 H 1.58 3.07 1.77
41 H 1.31 4.03 3.25
42 H 2.83 5.76 2.63
43 H 3.68 4.86 1.35
44 H 1.45 6.70 1.14
45 H 0.63 5.11 0.94
46 H 3.05 6.23 -0.70
47 H 1.37 6.35 -1.29
48 H 2.82 3.68 -0.75
49 H 2.69 4.40 -2.37
50 H 0.93 2.53 -1.32
51 H -0.01 3.97 -0.82
52 H 0.77 4.47 -3.57
53 H 0.50 2.66 -3.51
54 H -1.60 4.22 -4.20
55 H -1.46 4.81 -2.45
56 H -1.45 1.98 -2.23
57 H -2.78 3.03 -1.70
58 H -3.16 2.70 -4.55
59 H -4.19 2.10 -3.21
60 H -3.26 0.38 -4.98
61 H -1.75 0.35 -4.03
62 H -4.66 -0.12 -2.92
63 H -3.48 -1.49 -3.34
64 H -4.70 0.99 -0.95
65 H -3.23 1.99 2.74
66 H -2.42 1.05 4.03
67 H -0.37 2.95 3.45
68 H -1.90 3.83 3.02
69 H -1.81 2.57 5.61
70 H 0.32 0.68 3.44
71 H 2.20 -1.56 3.38
72 H 3.10 0.25 2.29
73 H 4.06 -1.42 0.90
74 H 0.39 -1.51 -1.84
75 H 1.89 -1.53 -0.88
76 H 0.10 -3.34 0.54
77 H -0.53 -3.40 -1.13
78 H 2.11 -3.86 -1.86
79 H 0.93 -5.14 -1.38
80 H 2.04 -4.22 1.09
81 H 3.43 -4.53 -0.06
82 H 2.20 -6.75 -0.42
83 H 5.09 -6.26 0.15
84 H 4.52 -8.02 0.22
85 H 5.33 -7.26 1.61
86 C 3.84 -4.85 8.80
87 Br 2.22 -3.81 8.93
88 Br 5.42 -3.73 8.78
89 Br 3.94 -6.21 10.17
90 H 3.81 -5.37 7.85
91 C 3.75 -9.81 -2.71
92 Br 2.30 -8.76 -1.96
93 Br 5.44 -8.86 -2.64
94 Br 3.87 -11.55 -1.88
95 H 3.52 -9.97 -3.75
96 C 3.68 5.13 6.93
97 Br 4.62 6.11 5.55
98 Br 1.81 4.92 6.51
99 Br 4.54 3.44 7.31
100 H 3.74 5.73 7.83
101 C -2.97 5.54 -6.85
102 Br -1.66 4.13 -7.08
103 Br -4.49 4.95 -5.82
104 Br -2.17 7.14 -6.10
105 H -3.33 5.80 -7.84
106 C 2.60 -6.32 -5.67
107 Br 3.22 -5.95 -3.88
108 Br 4.01 -6.99 -6.80
109 Br 1.07 -7.51 -5.66
110 H 2.26 -5.38 -6.09
111 C -3.41 3.35 -10.65
112 Br -4.88 4.47 -10.07
113 Br -1.73 4.30 -10.60
114 Br -3.34 1.69 -9.66
115 H -3.61 3.09 -11.68
116 C -4.05 1.59 7.72
117 Br -3.64 2.49 9.39
118 Br -2.49 0.72 6.96
119 Br -5.54 0.37 7.91
120 H -4.36 2.35 7.02
121 C 5.89 -2.99 -6.07
122 Br 4.25 -2.95 -7.10
123 Br 5.55 -3.34 -4.20
124 Br 7.17 -4.23 -6.82
125 H 6.33 -2.00 -6.14
126 C -6.23 0.66 -12.63
127 Br -6.05 2.56 -12.96
128 Br -8.00 0.03 -13.07
129 Br -4.86 -0.35 -13.55
130 H -6.08 0.51 -11.57
131 C -4.24 9.17 -3.55
132 Br -5.72 10.27 -2.98
133 Br -2.57 10.13 -3.49
134 Br -4.15 7.52 -2.56
135 H -4.42 8.91 -4.59
136 C 8.44 -3.02 11.25
137 Br 9.91 -2.24 10.26
138 Br 8.62 -4.94 11.41
139 Br 8.22 -2.18 12.98
140 H 7.54 -2.83 10.69
141 C 7.29 -10.62 0.38
142 Br 8.58 -12.00 -0.04
143 Br 5.82 -11.30 1.43
144 Br 8.12 -9.09 1.21
145 H 6.87 -10.28 -0.56
146 C -8.06 -0.18 -0.13
147 Br -7.20 0.78 -1.56
148 Br -9.95 -0.41 -0.46
149 Br -7.19 -1.86 0.24
150 H -7.97 0.43 0.77
151 C -11.84 3.29 1.27
152 Br -10.50 2.55 2.46
153 Br -11.08 3.78 -0.44
154 Br -13.35 2.11 1.07
155 H -12.20 4.20 1.73
156 C -1.63 -1.53 10.33
157 Br -3.54 -1.48 10.61
158 Br -1.13 -2.62 8.82
159 Br -0.87 0.25 10.20
160 H -1.19 -1.99 11.21

Output
Total energy in eV: -3217913.961
Strongest force on any atom in eV/A: 3.8
Orbital gap in eV: 8.12
Charge: 0
2S+1: 1
LUMO in eV: -0.47

Mulliken population analysis, charges in e, atoms 1 to 6: number 1, C, carries -1.21; number 2, C, carries 0.63; number 3, C, carries -0.62; number 4, C, carries -0.53; number 5, C, carries -0.93; number 6, C, carries -0.84

---

# 3
Here is 3 unconnected molecules or ions with the total composition C34H60ClFN5O6S2 at a distorted geometry from OMol25. Energies are from ωB97M-V/def2-TZVPD.

CARTESIAN COORDINATES (ANGSTROEM)
1 C -2.13 0.23 7.41
2 C -1.12 1.35 6.76
3 N 0.07 0.58 6.14
4 C -0.04 0.58 4.62
5 C -1.09 -0.61 4.10
6 C 1.35 1.30 6.60
7 S 2.06 0.71 8.07
8 S 2.18 2.69 5.65
9 C 1.35 4.35 6.01
10 C 0.27 4.75 4.79
11 C -0.94 5.57 5.52
12 C -2.43 5.35 4.89
13 C -2.82 6.63 3.94
14 C -1.69 6.94 2.76
15 O -1.60 8.13 2.13
16 C -3.55 5.25 6.10
17 Cl -3.58 6.28 7.68
18 N -4.57 4.32 5.93
19 C -5.73 4.11 6.93
20 O -6.87 3.35 6.31
21 O -7.94 3.85 6.87
22 C -4.31 3.59 4.63
23 N -5.42 3.56 3.56
24 C -5.84 2.24 3.45
25 O -6.08 1.00 2.94
26 C -2.79 3.99 4.04
27 F -3.12 4.12 2.58
28 H -1.58 -0.81 7.51
29 H -3.07 0.13 6.68
30 H -2.55 0.62 8.43
31 H -0.74 2.04 7.64
32 H -1.66 2.05 5.99
33 H -0.45 1.58 4.17
34 H 1.01 0.35 4.12
35 H -0.75 -1.59 4.68
36 H -2.22 -0.34 4.31
37 H -0.96 -0.82 2.93
38 H 0.83 4.23 7.06
39 H 2.17 5.19 6.13
40 H 0.80 5.47 4.01
41 H -0.03 3.74 4.29
42 H -0.98 5.40 6.70
43 H -0.69 6.73 5.39
44 H -3.87 6.44 3.43
45 H -2.94 7.59 4.60
46 H -0.98 6.05 2.45
47 H -5.38 3.62 7.94
48 H -6.17 5.21 7.11
49 H -7.88 3.75 7.88
50 H -4.11 2.45 4.93
51 H -2.10 3.05 4.10
52 C -0.91 -0.37 -2.80
53 C -0.81 -1.11 -1.43
54 C 0.55 -0.77 -0.76
55 C 1.73 -1.49 -1.41
56 C 1.49 -3.00 -1.45
57 C 0.14 -3.38 -2.12
58 N -1.02 -2.58 -1.62
59 O -1.38 -3.11 -0.36
60 C 0.27 -3.22 -3.66
61 C -0.06 -4.93 -1.94
62 C -1.94 -0.43 -0.59
63 H -0.80 0.71 -2.66
64 H -0.14 -0.65 -3.51
65 H -1.89 -0.55 -3.26
66 H 0.52 -1.05 0.30
67 H 0.73 0.31 -0.78
68 H 1.90 -1.10 -2.42
69 H 2.64 -1.28 -0.84
70 H 2.32 -3.48 -1.97
71 H 1.51 -3.37 -0.42
72 H -0.71 -3.25 -4.15
73 H 0.86 -4.04 -4.10
74 H 0.79 -2.31 -3.96
75 H -0.05 -5.24 -0.89
76 H 0.75 -5.49 -2.43
77 H -1.00 -5.26 -2.39
78 H -2.93 -0.65 -1.00
79 H -1.83 0.67 -0.59
80 H -1.93 -0.73 0.46
81 C 4.85 -5.12 -8.82
82 C 3.59 -4.87 -7.95
83 C 2.55 -4.05 -8.76
84 C 2.93 -2.58 -8.91
85 C 3.18 -1.96 -7.54
86 C 4.23 -2.73 -6.69
87 N 3.97 -4.21 -6.65
88 O 2.92 -4.43 -5.75
89 C 5.65 -2.44 -7.24
90 C 4.26 -2.08 -5.26
91 C 3.02 -6.32 -7.75
92 H 4.59 -5.64 -9.75
93 H 5.36 -4.21 -9.14
94 H 5.58 -5.74 -8.29
95 H 1.57 -4.11 -8.27
96 H 2.42 -4.49 -9.76
97 H 3.81 -2.48 -9.55
98 H 2.12 -2.05 -9.41
99 H 3.50 -0.92 -7.68
100 H 2.23 -1.91 -7.00
101 H 6.38 -3.15 -6.84
102 H 5.99 -1.44 -6.96
103 H 5.71 -2.46 -8.33
104 H 3.28 -2.09 -4.77
105 H 4.57 -1.03 -5.31
106 H 4.98 -2.60 -4.61
107 H 3.71 -6.93 -7.16
108 H 2.88 -6.82 -8.72
109 H 2.04 -6.32 -7.26

Output
<S²>: 2.010
Total energy in eV: -92849.180
Strongest force on any atom in eV/A: 11.9
Orbital gap (alpha / beta) in eV: 4.65 / 5.24
Charge: +1
2S+1: 3
LUMO (alpha / beta) in eV: -5.52 / -5.52

Mulliken population analysis, charges in e, atoms 1 to 6: number 1, C, carries -1.07; number 2, C, carries 0.39; number 3, N, carries 0.07; number 4, C, carries -0.05; number 5, C, carries -0.73; number 6, C, carries -0.18